[1]
The following is a quantum chemistry calculation of an isolated molecule of C2H3BrFN, from OMol25.

Geometry as XYZ:
```
8
Properties=species:S:1:pos:R:3:nbo_charge:R:1
F -0.507 -1.044 -1.589 -0.421
C 0.094 -0.584 -0.196 0.374
Br 1.394 -1.857 0.428 0.089
C 0.108 0.919 -0.089 -0.282
N -0.913 0.063 0.448 -0.588
H 1.001 1.289 0.547 0.214
H -0.213 1.305 -1.008 0.228
H -0.963 -0.090 1.460 0.386
```

* SMILES: F[C@@]1(Br)CN1
* LUMO energy: 0.537 eV
* orbital gap: 0.3988 Eh
* calculated total energy: -2806.56064 a.u.
* net charge: 0
* 2S+1: 1

[2]
The following is a quantum chemistry calculation of a cluster of 3 separate species, C5H11NO3 in total, from OMol25.

Geometry as XYZ:
```
20
Properties=species:S:1:pos:R:3:nbo_charge:R:1
C -0.212 -0.253 -0.875 0.226
C -0.044 -0.285 0.491 -0.174
C -2.273 0.234 0.533 -0.190
C 0.170 -1.564 1.231 -0.652
C 2.157 -0.276 -0.617 0.554
N 2.531 0.889 -1.193 -0.870
O -0.484 0.824 -1.623 -0.689
O -2.305 1.596 0.104 -0.757
O 2.939 -1.120 -0.238 -0.635
H -0.763 1.605 -1.092 0.511
H -2.097 2.172 0.848 0.474
H -0.328 -1.182 -1.425 0.200
H 0.166 0.646 1.004 0.209
H 1.824 1.505 -1.560 0.398
H 3.511 1.076 -1.386 0.386
H -2.493 0.141 1.596 0.150
H -2.992 -0.325 -0.061 0.167
H 1.227 -1.670 1.486 0.251
H -0.420 -1.584 2.149 0.221
H -0.115 -2.428 0.627 0.218
```

* LUMO energy (spin up / spin down): 0.481 / 0.500 eV
* orbital gap (spin up / spin down): 0.2554 / 0.2588 Eh
* calculated total energy: -477.41276 a.u.
* net charge: 0
* 2S+1: 1

[3]
The following is a quantum chemistry calculation of an isolated molecule of C16H22N2O7S, from OMol25.

Geometry as XYZ:
```
48
Properties=species:S:1:pos:R:3:nbo_charge:R:1
C -2.396 2.705 2.313 -0.598
C -2.809 1.569 1.384 -0.406
C -3.023 2.067 -0.044 -0.408
C -3.359 0.942 -1.022 -0.219
N -2.309 -0.069 -1.030 -0.709
C -1.145 0.280 -1.662 0.816
O -1.017 1.247 -2.369 -0.589
N -0.067 -0.565 -1.417 -0.668
C 0.175 -1.251 -0.260 0.966
O -0.505 -1.220 0.733 -0.681
O 1.317 -1.938 -0.384 -0.514
C 1.847 -2.512 0.802 -0.101
C 2.815 -1.555 1.529 0.044
C 2.182 -0.193 1.845 -0.102
O 1.878 0.531 0.676 -0.510
C 2.851 0.469 -0.292 0.287
C 2.755 1.333 -1.375 -0.277
C 3.717 1.309 -2.367 -0.219
C 4.781 0.425 -2.282 -0.221
C 4.866 -0.459 -1.223 -0.229
C 3.896 -0.454 -0.230 0.202
O 4.003 -1.370 0.792 -0.483
S -2.867 -1.682 -0.960 2.319
C -3.309 -1.943 0.767 -0.867
O -4.077 -1.718 -1.724 -0.935
O -1.815 -2.566 -1.350 -0.931
H -3.156 3.484 2.329 0.200
H -1.460 3.147 1.978 0.205
H -2.259 2.338 3.327 0.207
H -2.033 0.802 1.382 0.216
H -3.734 1.119 1.755 0.185
H -2.117 2.567 -0.391 0.215
H -3.838 2.793 -0.067 0.210
H -3.474 1.351 -2.031 0.228
H -4.280 0.432 -0.746 0.218
H 0.707 -0.487 -2.065 0.439
H 1.029 -2.785 1.476 0.213
H 2.394 -3.401 0.485 0.212
H 3.122 -2.040 2.463 0.210
H 2.889 0.381 2.462 0.188
H 1.240 -0.313 2.383 0.219
H 1.918 2.013 -1.416 0.236
H 3.636 1.985 -3.203 0.219
H 5.539 0.413 -3.049 0.217
H 5.672 -1.170 -1.145 0.225
H -3.620 -2.978 0.844 0.254
H -4.127 -1.280 1.010 0.240
H -2.434 -1.750 1.369 0.278
```

* SMILES: CCCCN(C(=O)NC(=O)OC[C@@H]1COc2ccccc2O1)S(C)(=O)=O
* LUMO energy: 0.572 eV
* orbital gap: 0.3345 Eh
* calculated total energy: -1657.29782 a.u.
* net charge: 0
* 2S+1: 1

[4]
The following is a quantum chemistry calculation of an isolated molecule of H2N2O3, from OMol25.

Geometry as XYZ:
```
7
Properties=species:S:1:pos:R:3:nbo_charge:R:1
O -1.799 -0.827 -1.423 -0.281
N -0.804 -0.489 -0.777 0.340
O -0.852 0.608 0.053 -0.217
N 0.374 0.805 0.373 -0.091
O 0.952 -0.663 0.678 -0.619
H 0.497 1.525 1.149 0.379
H 1.632 -0.960 -0.054 0.488
```

* SMILES: O=NONO
* LUMO energy: -0.312 eV
* orbital gap: 0.3419 Eh
* calculated total energy: -336.15396 a.u.
* net charge: 0
* 2S+1: 1

Q: Which ΔE to the lowest compared entry with this formula, charge and spin values were calculated for the entries above? A: 52.6, 558.5, 108.9, 291.7, in kJ/mol.
Q: Which max |F| values were calculated for the entries above? A: 3.9, 2.6, 1.1, 7.2, in eV/Å.